Model i:
The following is a quantum chemistry calculation of 2 unconnected molecules or ions with the total composition C5H10O, from the Open Molecules 2025 dataset.

The geometry in XYZ format:
```
16
Properties=species:S:1:pos:R:3:mulliken_charge:R:1
C -0.45 -2.12 0.25 -0.778
C -0.39 -0.80 0.09 -0.109
C 0.78 -0.08 -0.54 -0.386
C 1.91 0.33 0.43 -1.031
H 0.27 -2.77 -0.22 0.244
H -1.32 -2.55 0.73 0.271
H -1.43 -0.58 -0.04 0.272
H 1.21 -0.78 -1.27 0.313
H 0.44 0.80 -1.09 0.301
H 2.30 -0.53 0.97 0.310
H 1.57 1.07 1.17 0.285
H 2.74 0.78 -0.13 0.323
C -1.90 1.81 -0.08 -0.163
O -2.09 1.65 -1.26 -0.393
H -0.96 2.22 0.32 0.249
H -2.67 1.55 0.68 0.293
```

The SMILES is C=CCC.C=O. The value obtained for the frontier orbital gap is 10.206 eV. The calculation puts the LUMO energy at 0.0303 hartree.



Model ii:
The following is a quantum chemistry calculation of a single C5H10O molecule, from the Open Molecules 2025 dataset.

The geometry in XYZ format:
```
16
Properties=species:S:1:pos:R:3:mulliken_charge:R:1
C -2.19 0.08 0.36 -1.357
C -0.80 0.23 -0.23 -0.346
C 0.43 0.01 0.64 0.054
C 1.36 -1.13 0.29 -0.807
C 1.68 0.25 -0.18 -0.119
O 1.50 0.50 -1.54 -0.533
H -2.38 0.82 1.14 0.329
H -2.38 -0.93 0.75 0.339
H -2.89 0.26 -0.46 0.351
H -0.67 -0.44 -1.07 0.368
H -0.70 1.25 -0.63 0.189
H 0.39 0.32 1.68 0.367
H 2.01 -1.52 1.06 0.258
H 0.98 -1.86 -0.42 0.236
H 2.52 0.78 0.25 0.328
H 1.14 1.39 -1.63 0.346
```

The SMILES is CC[C@H]1C[C@H]1O. The value obtained for the frontier orbital gap is 10.576 eV. The calculation puts the LUMO energy at 0.0366 hartree.



Model iii:
The following is a quantum chemistry calculation of a single C5H10O molecule, from the Open Molecules 2025 dataset.

The geometry in XYZ format:
```
16
Properties=species:S:1:pos:R:3:mulliken_charge:R:1
C 1.65 1.07 -0.24 -1.225
C 0.89 -0.15 0.26 0.133
O 0.86 -1.06 -0.84 -0.609
C -0.55 0.09 0.80 0.067
C -1.47 0.22 -0.35 -0.846
C -1.30 -1.15 0.43 -0.573
H 2.59 0.70 -0.66 0.332
H 1.87 1.81 0.54 0.355
H 1.10 1.56 -1.05 0.235
H 1.46 -0.66 1.05 0.353
H 0.04 -0.88 -1.32 0.393
H -0.66 0.64 1.73 0.402
H -2.50 0.53 -0.21 0.262
H -1.07 0.72 -1.24 0.217
H -2.27 -1.45 0.79 0.281
H -0.64 -2.00 0.32 0.222
```

The SMILES is C[C@H](O)C1CC1. The value obtained for the frontier orbital gap is 10.897 eV. The calculation puts the LUMO energy at 0.0404 hartree.



Model iv:
The following is a quantum chemistry calculation of a molecular structure, C5H10O, from the Open Molecules 2025 dataset.

The geometry in XYZ format:
```
16
Properties=species:S:1:pos:R:3:mulliken_charge:R:1
C 1.89 -0.45 0.77 -0.947
C 1.40 -0.10 -0.41 0.021
C 0.18 -0.73 -1.04 -0.646
C -0.90 0.29 -0.82 0.905
C -1.78 0.22 0.18 -1.388
O -0.80 1.34 -1.67 -0.482
H 1.57 -1.36 1.27 0.346
H 2.76 0.05 1.16 0.253
H 0.06 0.00 2.55 0.199
H 1.77 0.79 -0.92 0.317
H 0.32 -0.91 -2.11 0.277
H -0.08 -1.67 -0.55 0.336
H -1.93 -0.71 0.72 0.412
H -2.56 0.97 0.27 0.257
H -0.46 0.24 2.01 -0.163
H -1.44 2.02 -1.42 0.302
```

The value obtained for the frontier orbital gap is 9.765 eV. The calculation puts the LUMO energy at 0.0334 hartree.



Here are the energies relative to the best structure, in hartree: model i 0.0459; model ii 0.0000; model iii 0.0294; model iv 0.0430.



Model i:
The following is a quantum chemistry calculation of 2 unconnected molecules or ions with the total composition C5H10O, from the Open Molecules 2025 dataset.

The geometry in XYZ format:
```
16
Properties=species:S:1:pos:R:3:mulliken_charge:R:1
O 0.26 1.47 -1.52 -0.478
C 0.05 0.52 -0.58 0.630
C 0.81 -0.55 -0.28 -0.625
C 0.58 -0.89 1.16 -0.608
C -0.88 -0.49 1.38 -0.645
C -1.16 0.59 0.31 -0.602
H -0.41 2.16 -1.42 0.305
H 1.54 -1.06 -0.89 0.286
H 1.26 -0.25 1.75 0.217
H 0.82 -1.92 1.45 0.356
H -1.51 -1.37 1.21 0.266
H -1.08 -0.11 2.39 0.293
H -1.35 1.59 0.72 0.366
H -2.04 0.32 -0.30 0.253
H 0.67 -0.30 -2.84 0.007
H 1.39 -0.30 -2.69 -0.019
```

The SMILES is OC1=CCCC1.[H][H]. The value obtained for the frontier orbital gap is 9.075 eV. The calculation puts the LUMO energy at 0.0337 hartree.



Model ii:
The following is a quantum chemistry calculation of 2 unconnected molecules or ions with the total composition C5H10O, from the Open Molecules 2025 dataset.

The geometry in XYZ format:
```
16
Properties=species:S:1:pos:R:3:mulliken_charge:R:1
C 0.68 -0.24 1.49 -0.685
C 0.36 0.05 -1.46 -0.454
C 0.55 1.26 1.70 -0.846
C -1.09 0.40 -1.37 -0.138
O -0.91 -0.50 -2.51 -0.224
C -0.05 -1.37 -1.71 -0.160
H 1.44 -0.67 2.15 0.365
H 0.96 -0.50 0.47 0.168
H -0.28 -0.73 1.70 0.239
H 1.50 1.78 1.56 0.260
H -0.18 1.75 1.05 0.249
H 0.23 1.37 2.74 0.322
H -1.37 1.40 -1.70 0.259
H -1.77 -0.05 -0.63 0.201
H 0.61 -1.96 -2.34 0.239
H -0.62 -1.96 -0.99 0.206
```

The value obtained for the frontier orbital gap is 9.663 eV. The calculation puts the LUMO energy at 0.0347 hartree.



Here are the energies relative to the best structure, in hartree: model i 0.0000; model ii 0.1179.



Model i:
The following is a quantum chemistry calculation of a molecular structure, C39H31N7O4PSZr, from the Open Molecules 2025 dataset.

The geometry in XYZ format:
```
84
Properties=species:S:1:pos:R:3:mulliken_charge:R:1
Zr -0.56 1.71 0.51 0.096
N -3.01 5.54 1.18 -0.395
C -2.10 4.59 0.91 0.766
S -2.04 3.22 1.98 -0.519
N -1.31 4.84 -0.13 -1.958
N -0.41 3.86 -0.33 1.358
C 0.54 4.08 -1.17 -1.391
C 1.62 3.09 -1.29 1.365
C 2.70 3.31 -2.13 -0.935
C 3.75 2.40 -2.13 -0.628
C 3.69 1.30 -1.29 -0.990
C 2.56 1.14 -0.51 -0.264
N 1.54 2.00 -0.51 0.984
H -3.68 5.39 1.91 0.223
H -3.09 6.34 0.58 0.243
H 0.58 5.00 -1.74 0.525
H 2.72 4.20 -2.76 0.544
H 4.60 2.55 -2.78 0.456
H 4.47 0.57 -1.27 0.506
H 2.45 0.28 0.14 0.310
O -3.77 -1.41 0.81 -0.717
C -3.27 -2.18 1.80 0.567
C -4.00 -3.33 2.12 -0.517
C -3.56 -4.18 3.11 -0.448
C -2.38 -3.92 3.80 -0.786
C -1.65 -2.79 3.48 -0.719
C -2.08 -1.91 2.48 -0.053
C -1.26 -0.75 2.15 0.786
O -1.72 0.12 1.29 -0.158
N -0.09 -0.59 2.71 -1.140
N 0.45 0.60 2.30 0.737
C 1.47 1.02 2.96 -0.769
C 1.92 2.39 2.76 0.862
C 2.99 2.90 3.48 -1.042
C 3.28 4.25 3.38 -0.461
C 2.47 5.04 2.58 -1.061
C 1.42 4.44 1.88 -0.016
N 1.16 3.14 1.94 0.594
H -3.24 -0.59 0.75 0.206
H -4.92 -3.51 1.58 0.477
H -4.15 -5.06 3.35 0.423
H -2.04 -4.58 4.58 0.467
H -0.73 -2.57 4.00 0.485
H 1.90 0.41 3.74 0.459
H 3.56 2.24 4.12 0.489
H 4.11 4.68 3.93 0.445
H 2.63 6.10 2.50 0.462
H 0.77 5.06 1.28 0.391
O -2.67 1.63 -0.61 -0.526
C -1.98 1.06 -1.48 1.023
O -0.76 1.45 -1.63 -0.220
C -2.36 -0.17 -2.21 0.176
C -3.52 -0.27 -2.96 -0.465
C -3.75 -1.41 -3.71 -0.774
C -2.82 -2.44 -3.70 -0.841
C -1.68 -2.36 -2.92 -0.213
C -1.44 -1.23 -2.14 -0.291
P 0.01 -1.13 -1.00 2.500
C 1.37 -1.26 -2.24 0.306
C 1.35 -0.37 -3.31 -0.530
C 2.38 -0.36 -4.23 -0.773
C 3.45 -1.23 -4.09 -0.599
C 3.48 -2.12 -3.03 -0.831
C 2.44 -2.14 -2.11 -0.341
C 0.03 -2.71 -0.10 0.842
C -0.99 -3.67 -0.12 -0.900
C -0.91 -4.80 0.67 -0.848
C 0.19 -5.00 1.50 -0.776
C 1.19 -4.04 1.55 -0.839
C 1.10 -2.90 0.77 -0.388
H -4.22 0.56 -2.97 0.541
H -4.65 -1.49 -4.31 0.446
H -2.99 -3.32 -4.30 0.467
H -0.97 -3.18 -2.91 0.557
H 0.52 0.31 -3.43 0.327
H 2.35 0.33 -5.07 0.465
H 4.26 -1.23 -4.82 0.423
H 4.30 -2.82 -2.93 0.459
H 2.46 -2.87 -1.30 0.417
H -1.87 -3.52 -0.73 0.384
H -1.71 -5.53 0.65 0.441
H 0.25 -5.89 2.11 0.423
H 2.04 -4.18 2.22 0.469
H 1.87 -2.14 0.86 0.228
```

The value obtained for the frontier orbital gap is 6.664 eV. The calculation puts the LUMO energy at -0.1340 hartree. As for the charge: +1.



Model ii:
The following is a quantum chemistry calculation of a molecular structure, C39H31N7O4PSZr, from the Open Molecules 2025 dataset.

The geometry in XYZ format:
```
84
Properties=species:S:1:pos:R:3:mulliken_charge:R:1
Zr 0.01 -0.42 -0.12 0.889
N -3.21 -0.92 -3.43 -0.406
C -2.52 -1.04 -2.28 0.766
S -0.89 -1.59 -2.35 -0.525
N -3.13 -0.73 -1.16 -1.774
N -2.30 -0.94 -0.09 1.043
C -2.85 -1.30 1.00 -1.129
C -2.01 -1.62 2.14 0.885
C -2.56 -2.21 3.27 -0.938
C -1.71 -2.58 4.30 -0.470
C -0.35 -2.36 4.15 -0.938
C 0.12 -1.76 2.99 -0.584
N -0.69 -1.38 2.00 0.637
H -2.81 -1.28 -4.27 0.235
H -4.21 -0.83 -3.37 0.265
H -3.93 -1.42 1.06 0.451
H -3.62 -2.36 3.33 0.521
H -2.10 -3.05 5.19 0.474
H 0.36 -2.66 4.92 0.487
H 1.17 -1.58 2.84 0.641
O 4.94 -2.43 -1.90 -0.648
C 4.46 -3.34 -1.05 0.398
C 5.31 -4.40 -0.71 -0.714
C 4.89 -5.39 0.16 -0.325
C 3.60 -5.35 0.71 -1.017
C 2.76 -4.31 0.38 -0.398
C 3.17 -3.29 -0.49 0.158
C 2.25 -2.21 -0.79 1.439
O 1.09 -2.19 -0.19 -0.792
N 2.60 -1.25 -1.63 -1.969
N 1.61 -0.32 -1.71 1.219
C 1.67 0.63 -2.55 -1.037
C 0.52 1.53 -2.61 0.956
C 0.42 2.51 -3.58 -0.972
C -0.74 3.26 -3.67 -0.626
C -1.77 2.99 -2.78 -1.240
C -1.59 2.01 -1.83 -0.357
N -0.47 1.29 -1.73 1.091
H 4.25 -1.76 -2.07 0.594
H 6.30 -4.42 -1.14 0.456
H 5.56 -6.20 0.41 0.387
H 3.27 -6.13 1.38 0.424
H 1.76 -4.27 0.79 0.485
H 2.52 0.74 -3.22 0.440
H 1.24 2.67 -4.27 0.523
H -0.84 4.03 -4.42 0.453
H -2.70 3.54 -2.81 0.527
H -2.37 1.77 -1.12 0.564
O 2.13 -0.27 1.52 -0.560
C 1.63 0.87 1.53 0.574
O 1.13 1.36 0.44 -0.350
C 1.36 1.65 2.77 0.277
C 2.36 1.84 3.71 -0.384
C 2.12 2.65 4.81 -0.815
C 0.88 3.25 4.97 -0.810
C -0.13 3.02 4.04 -0.429
C 0.09 2.20 2.94 -0.077
P -1.26 1.85 1.74 2.692
C -2.73 1.46 2.74 0.535
C -3.94 1.30 2.05 -0.639
C -5.08 0.88 2.70 -0.681
C -5.04 0.60 4.06 -0.769
C -3.84 0.73 4.75 -0.844
C -2.70 1.15 4.10 -1.036
C -1.55 3.52 1.06 0.424
C -0.52 4.10 0.32 -0.494
C -0.67 5.37 -0.22 -0.706
C -1.85 6.07 -0.04 -0.630
C -2.87 5.50 0.70 -0.786
C -2.72 4.24 1.26 -0.465
H 3.33 1.38 3.56 0.560
H 2.90 2.82 5.54 0.433
H 0.69 3.90 5.81 0.462
H -1.10 3.50 4.18 0.593
H -3.98 1.49 0.98 0.402
H -6.01 0.78 2.15 0.516
H -5.94 0.28 4.58 0.418
H -3.80 0.50 5.81 0.461
H -1.77 1.23 4.65 0.562
H 0.41 3.55 0.17 0.267
H 0.15 5.80 -0.79 0.489
H -1.97 7.06 -0.46 0.430
H -3.79 6.05 0.87 0.460
H -3.53 3.83 1.86 0.371
```

The value obtained for the frontier orbital gap is 6.751 eV. The calculation puts the LUMO energy at -0.1286 hartree. As for the charge: +1.



Here are the energies relative to the best structure, in hartree: model i 0.0064; model ii 0.0000.



Model i:
The following is a quantum chemistry calculation of a gas-phase ion, C5H10NO (charge -1), from the Open Molecules 2025 dataset.

The geometry in XYZ format:
```
17
Properties=species:S:1:pos:R:3:mulliken_charge:R:1
C 3.15 0.74 -0.57 -0.310
N 2.02 0.70 -1.13 -0.444
C 1.06 -0.31 -0.70 -0.535
C -0.11 0.33 0.04 -0.290
C -1.33 -0.55 0.08 -0.618
C -2.56 -0.12 0.93 -0.493
O -3.59 -0.93 1.03 -0.850
H 3.89 1.47 -0.89 0.275
H 3.18 0.21 0.39 0.261
H 1.62 -1.05 -0.10 0.326
H 0.75 -0.90 -1.57 0.348
H -0.45 1.19 -0.54 0.248
H 0.22 0.51 1.06 0.181
H -1.12 -1.56 0.50 0.308
H -1.78 -0.89 -0.87 0.316
H -2.10 0.28 1.89 0.148
H -2.84 0.89 0.43 0.130
```

The SMILES is C=NCCCC[O-]. The value obtained for the frontier orbital gap is 5.561 eV. The calculation puts the LUMO energy at 0.1245 hartree. As for the charge: -1.



Model ii:
The following is a quantum chemistry calculation of a molecular structure, C5H10NO, from the Open Molecules 2025 dataset.

The geometry in XYZ format:
```
17
Properties=species:S:1:pos:R:3:mulliken_charge:R:1
C -1.41 1.49 0.12 -0.513
O -0.93 1.64 -1.20 -0.750
C -0.72 0.44 1.04 -0.363
C 0.70 0.05 0.67 -1.056
C 0.93 -0.99 -0.58 0.541
C 1.27 -2.25 -0.32 -0.999
N 0.67 -0.21 -1.57 -0.633
H -2.45 1.29 0.08 0.306
H -1.31 2.49 0.58 0.195
H -1.56 -0.30 0.96 0.260
H -0.75 0.94 2.04 0.265
H 1.28 1.01 0.70 0.297
H 1.03 -0.48 1.56 0.359
H 1.23 -3.09 -1.06 0.255
H 1.68 -2.55 0.69 0.202
H 0.10 0.97 -1.27 0.427
H 0.23 -0.44 -2.43 0.209
```

The value obtained for the frontier orbital gap is 7.098 eV. The calculation puts the LUMO energy at 0.1611 hartree. As for the charge: -1.



Here are the energies relative to the best structure, in hartree: model i 0.0000; model ii 0.0123.



Model i:
The following is a quantum chemistry calculation of a molecular structure, C6H11NO, from the Open Molecules 2025 dataset.

The geometry in XYZ format:
```
19
Properties=species:S:1:pos:R:3:mulliken_charge:R:1
C 2.99 -1.56 1.54 -0.456
C 1.19 -1.31 0.83 0.324
C -1.99 1.22 -1.65 -1.182
C 0.77 0.08 0.74 -0.507
C -0.83 1.40 -0.78 -0.260
C -0.36 0.05 -0.23 -0.746
N 2.38 -1.97 0.50 -0.469
O 0.16 -1.99 1.36 -0.422
H 2.65 -0.71 2.18 0.321
H -1.74 0.67 -2.52 0.320
H -2.50 2.16 -2.08 0.313
H -2.67 0.52 -1.07 0.288
H 0.57 0.57 1.70 0.389
H 1.52 0.74 0.40 0.423
H -0.93 2.16 0.09 0.294
H -0.06 1.86 -1.37 0.307
H -1.21 -0.45 0.20 0.400
H -0.06 -0.59 -1.02 0.347
H 0.13 -2.86 1.19 0.319
```

The value obtained for the frontier orbital gap is 8.236 eV. The calculation puts the LUMO energy at 0.0282 hartree.



Model ii:
The following is a quantum chemistry calculation of 2 unconnected molecules or ions with the total composition C6H11NO, from the Open Molecules 2025 dataset.

The geometry in XYZ format:
```
19
Properties=species:S:1:pos:R:3:mulliken_charge:R:1
C -0.58 0.30 -2.54 -1.157
C 0.11 0.79 -1.25 -0.584
C -0.31 0.13 0.02 0.718
C -0.98 0.67 1.14 -0.639
C -1.17 -0.33 2.06 -0.611
N -0.58 -1.45 1.56 0.000
C -0.08 -1.19 0.31 -0.851
H -1.63 0.31 -2.35 0.339
H -0.34 0.98 -3.35 0.381
H -0.26 -0.72 -2.76 0.282
H 1.20 0.75 -1.34 0.243
H -0.02 1.86 -1.20 0.424
H -1.27 1.70 1.22 0.404
H -1.66 -0.32 3.02 0.430
H -0.71 -2.38 1.92 0.216
H 0.43 -1.94 -0.28 0.401
O 2.70 0.57 1.06 -0.631
H 2.17 -0.18 0.81 0.339
H 2.98 0.43 1.97 0.296
```

The SMILES is CCc1cc[nH]c1.O. The value obtained for the frontier orbital gap is 9.150 eV. The calculation puts the LUMO energy at 0.0311 hartree.



Model iii:
The following is a quantum chemistry calculation of 2 unconnected molecules or ions with the total composition C6H11NO, from the Open Molecules 2025 dataset.

The geometry in XYZ format:
```
19
Properties=species:S:1:pos:R:3:mulliken_charge:R:1
C 1.17 -0.99 -2.04 -1.323
C 1.05 -0.78 -0.55 0.695
C 1.12 -1.70 0.47 -0.868
N 0.58 -1.09 1.61 -0.008
C 0.23 0.17 1.28 -0.821
C 0.66 0.48 0.01 0.613
C 0.43 1.79 -0.59 -1.229
H 1.86 -0.34 -2.59 0.344
H 0.14 -1.02 -2.46 0.260
H 1.58 -1.97 -2.25 0.382
H 1.35 -2.75 0.45 0.419
H 0.39 -1.53 2.49 0.186
H -0.22 0.87 1.98 0.436
H 0.78 1.79 -1.63 0.309
H -0.59 2.17 -0.63 0.306
H 1.21 2.45 -0.15 0.299
O -4.23 0.92 1.62 -0.641
H -3.57 0.74 2.28 0.315
H -3.95 0.79 0.70 0.325
```

The SMILES is Cc1c[nH]cc1C.O. The value obtained for the frontier orbital gap is 8.762 eV. The calculation puts the LUMO energy at 0.0261 hartree.



Here are the energies relative to the best structure, in hartree: model i 0.1727; model ii 0.0000; model iii 0.0187.